1) Molecular formula: C4H14O4
Method: DFT, ωB97M-V/def2-TZVPD

The geometry in XYZ format:
```
22
C4H14O4 ωB97M-V/def2-TZVPD
O 0.73 0.52 1.64
C -0.30 -0.17 1.77
C -1.55 -0.04 0.99
C -1.65 0.66 -0.42
C -3.00 0.40 -1.12
H -0.26 -1.06 2.58
H -2.04 -1.06 0.70
H -2.43 0.23 1.53
H -1.52 1.69 -0.29
H -0.86 0.40 -1.17
H -3.67 1.23 -1.17
H -3.48 -0.55 -0.67
H -2.68 0.12 -2.08
H 2.19 -0.78 -2.78
H 2.04 0.13 -1.53
O 1.60 -0.48 -2.09
H 1.07 -2.87 0.54
H 0.95 -1.72 -0.54
O 0.68 -2.03 0.34
H 1.72 1.42 0.06
H 3.25 1.29 0.47
O 2.59 1.54 -0.26
```

Calculated values
Total charge ... 0
SMILES ... CCCC=O.O.O.O
Kohn-Sham gap ... 10.51 eV
HOMO ... -9.82 eV

Per-atom Mulliken charges, elementary charge units: number 1, O, carries -0.55; number 2, C, carries -0.16; number 3, C, carries -0.54; number 4, C, carries 0.02; number 5, C, carries -1.19; number 6, H, carries 0.22; number 7, H, carries 0.27; number 8, H, carries 0.49; number 9, H, carries 0.38; number 10, H, carries 0.06; number 11, H, carries 0.30; number 12, H, carries 0.30; number 13, H, carries 0.35; number 14, H, carries 0.29; number 15, H, carries 0.41; number 16, O, carries -0.65; number 17, H, carries 0.25; number 18, H, carries 0.33; number 19, O, carries -0.53; number 20, H, carries 0.36; number 21, H, carries 0.32; number 22, O, carries -0.72

---

2) Molecular formula: C4H14O4
Method: DFT, ωB97M-V/def2-TZVPD

The geometry in XYZ format:
```
22
C4H14O4 ωB97M-V/def2-TZVPD
C 2.19 3.33 0.36
C 0.61 -0.10 1.28
O 0.73 -0.61 -0.06
C 1.06 1.34 1.32
C 1.88 1.85 0.42
H 3.02 3.68 0.95
H 2.38 3.56 -0.70
H 1.27 3.88 0.55
H -0.39 -0.29 1.64
H 1.28 -0.70 1.89
H 1.22 -1.44 -0.07
H 0.73 1.91 2.18
H 2.41 1.25 -0.31
H -0.34 -0.45 -1.68
H -0.12 -1.26 -2.93
O -0.77 -0.66 -2.53
H -3.41 -3.19 -1.68
H -2.52 -2.02 -2.02
O -3.28 -2.25 -1.47
H -2.99 -2.58 1.66
H -2.66 -2.46 0.17
O -2.30 -2.79 1.03
```

Calculated values
Total charge ... 0
SMILES ... C/C=C/CO.O.O.O
Kohn-Sham gap ... 9.91 eV
HOMO ... -9.33 eV

Per-atom Mulliken charges, elementary charge units: number 1, C, carries -1.17; number 2, C, carries -0.42; number 3, O, carries -0.51; number 4, C, carries -0.33; number 5, C, carries -0.05; number 6, H, carries 0.29; number 7, H, carries 0.34; number 8, H, carries 0.31; number 9, H, carries 0.30; number 10, H, carries 0.30; number 11, H, carries 0.23; number 12, H, carries 0.32; number 13, H, carries 0.36; number 14, H, carries 0.44; number 15, H, carries 0.28; number 16, O, carries -0.69; number 17, H, carries 0.34; number 18, H, carries 0.36; number 19, O, carries -0.73; number 20, H, carries 0.31; number 21, H, carries 0.40; number 22, O, carries -0.67

---

Sorted by energy, starting with the most stable: 2), 1).

---

1) Molecular formula: C6H17N3
Method: DFT, ωB97M-V/def2-TZVPD

The geometry in XYZ format:
```
26
C6H17N3 ωB97M-V/def2-TZVPD
C -0.24 1.52 0.77
C -0.41 0.69 -1.66
C -2.02 -0.21 0.00
C -0.24 2.99 0.38
N -0.91 0.64 -0.31
H -0.75 1.38 1.72
H 0.80 1.18 0.87
H -0.26 1.71 -2.00
H 0.59 0.23 -1.68
H -1.06 0.16 -2.36
H -1.69 -1.07 0.60
H -2.50 -0.63 -0.89
H -2.75 0.33 0.62
H 0.35 3.16 -0.52
H 0.20 3.57 1.18
H -1.25 3.34 0.18
C 1.02 -1.69 0.25
N 1.36 -2.00 -1.09
N 0.29 -2.75 0.83
C 1.89 -1.01 1.06
H -0.46 -3.07 0.23
H 1.41 -3.00 -1.28
H 2.19 -1.54 -1.41
H -0.03 -2.54 1.76
H 1.82 -1.09 2.13
H 2.63 -0.35 0.63
```

Calculated values
Total charge ... 0
SMILES ... C=C(N)N.CCN(C)C
Kohn-Sham gap ... 8.17 eV
HOMO ... -7.23 eV

Per-atom Mulliken charges, elementary charge units: number 1, C, carries -0.27; number 2, C, carries -0.91; number 3, C, carries -0.96; number 4, C, carries -1.36; number 5, N, carries 0.26; number 6, H, carries 0.42; number 7, H, carries 0.08; number 8, H, carries 0.33; number 9, H, carries 0.24; number 10, H, carries 0.29; number 11, H, carries 0.22; number 12, H, carries 0.28; number 13, H, carries 0.35; number 14, H, carries 0.34; number 15, H, carries 0.41; number 16, H, carries 0.32; number 17, C, carries 1.14; number 18, N, carries -0.55; number 19, N, carries -0.68; number 20, C, carries -1.51; number 21, H, carries 0.25; number 22, H, carries 0.22; number 23, H, carries 0.20; number 24, H, carries 0.25; number 25, H, carries 0.26; number 26, H, carries 0.38

---

2) Molecular formula: C6H17N3
Method: DFT, ωB97M-V/def2-TZVPD

The geometry in XYZ format:
```
26
C6H17N3 ωB97M-V/def2-TZVPD
C -2.08 1.47 0.70
C -1.18 -1.41 -0.46
C -1.45 2.00 -0.56
N -1.29 -0.63 0.77
N -0.29 -0.90 1.74
N -3.33 1.14 0.87
H -1.53 1.70 1.61
H 0.60 -0.57 1.37
H -0.19 -1.90 1.91
H -3.87 1.19 0.01
H -2.29 -0.66 1.18
H -2.05 -1.19 -1.08
H -1.14 -2.49 -0.27
H -0.28 -1.11 -0.99
H -2.05 1.75 -1.44
H -0.46 1.56 -0.68
H -1.34 3.08 -0.48
C 3.01 -1.29 -0.99
C 2.40 0.04 -0.72
C 2.46 0.69 0.43
H 1.88 0.50 -1.56
H 2.24 -2.00 -1.32
H 3.50 -1.69 -0.11
H 3.74 -1.22 -1.80
H 2.99 0.28 1.28
H 2.02 1.66 0.57
```

Calculated values
Total charge ... 0
SMILES ... [H]/N=C\C.C=CC.CNN
Kohn-Sham gap ... 9.36 eV
HOMO ... -8.46 eV

Per-atom Mulliken charges, elementary charge units: number 1, C, carries 0.44; number 2, C, carries -0.91; number 3, C, carries -0.91; number 4, N, carries -0.06; number 5, N, carries -0.80; number 6, N, carries -0.80; number 7, H, carries 0.30; number 8, H, carries 0.27; number 9, H, carries 0.24; number 10, H, carries 0.21; number 11, H, carries 0.41; number 12, H, carries 0.35; number 13, H, carries 0.36; number 14, H, carries 0.15; number 15, H, carries 0.32; number 16, H, carries 0.07; number 17, H, carries 0.34; number 18, C, carries -1.06; number 19, C, carries 0.30; number 20, C, carries -1.09; number 21, H, carries 0.34; number 22, H, carries 0.25; number 23, H, carries 0.31; number 24, H, carries 0.35; number 25, H, carries 0.33; number 26, H, carries 0.29

---

Sorted by energy, starting with the most stable: 1), 2).

---

1) Molecular formula: CH2N2O2
Method: DFT, ωB97M-V/def2-TZVPD

The geometry in XYZ format:
```
7
CH2N2O2 ωB97M-V/def2-TZVPD
C 1.13 0.22 0.14
N 0.19 -0.59 0.39
N -1.08 -0.34 -0.11
O -1.85 -1.26 -0.11
O -1.23 0.81 -0.44
H 1.95 0.05 0.65
H 0.90 1.11 -0.52
```

Calculated values
Total charge ... 0
SMILES ... C=N[N+](=O)[O-]
Kohn-Sham gap ... 10.21 eV
HOMO ... -11.12 eV

Per-atom Mulliken charges, elementary charge units: number 1, C, carries -0.19; number 2, N, carries -0.45; number 3, N, carries 1.14; number 4, O, carries -0.54; number 5, O, carries -0.58; number 6, H, carries 0.34; number 7, H, carries 0.27

---

2) Molecular formula: CH2N2O2
Method: DFT, ωB97M-V/def2-TZVPD

The geometry in XYZ format:
```
7
CH2N2O2 ωB97M-V/def2-TZVPD
C -0.86 -1.16 -0.36
N 1.34 1.57 0.13
N 0.00 -0.27 -0.82
O -1.48 -1.93 -1.06
O 0.41 0.81 0.41
H -0.94 -1.22 0.76
H 1.53 2.19 0.94
```

Calculated values
Total charge ... 0
Kohn-Sham gap (spin up / spin down) ... 7.22 / 7.22 eV
HOMO (spin up / spin down) ... -9.84 / -9.84 eV

Per-atom Mulliken charges, elementary charge units: number 1, C, carries 0.17; number 2, N, carries -0.03; number 3, N, carries -0.21; number 4, O, carries -0.50; number 5, O, carries -0.01; number 6, H, carries 0.30; number 7, H, carries 0.27

---

3) Molecular formula: CH2N2O2
Method: DFT, ωB97M-V/def2-TZVPD

The geometry in XYZ format:
```
7
CH2N2O2 ωB97M-V/def2-TZVPD
C -0.11 1.11 -0.05
N 2.21 0.52 -0.07
N 0.96 0.18 0.01
O -0.04 2.30 0.04
O 3.00 -0.38 0.07
H -0.91 0.46 -0.29
H 0.74 -0.87 0.00
```

Calculated values
Total charge ... 0
SMILES ... O=CNN=O
Kohn-Sham gap ... 9.72 eV
HOMO ... -10.06 eV

Per-atom Mulliken charges, elementary charge units: number 1, C, carries 0.15; number 2, N, carries 0.05; number 3, N, carries 0.13; number 4, O, carries -0.44; number 5, O, carries -0.45; number 6, H, carries 0.31; number 7, H, carries 0.25

---

4) Molecular formula: CH2N2O2
Method: DFT, ωB97M-V/def2-TZVPD

The geometry in XYZ format:
```
7
CH2N2O2 ωB97M-V/def2-TZVPD
C 1.09 0.03 -0.10
N 0.26 1.05 -0.04
N -0.18 -0.17 0.74
O 2.09 -0.54 -0.28
O -1.15 -0.98 -0.16
H -0.16 1.86 -0.49
H -1.95 -1.24 0.34
```

Calculated values
Total charge ... 0
SMILES ... O=C1NN1O
Kohn-Sham gap ... 10.81 eV
HOMO ... -10.04 eV

Per-atom Mulliken charges, elementary charge units: number 1, C, carries 0.58; number 2, N, carries -0.21; number 3, N, carries -0.09; number 4, O, carries -0.40; number 5, O, carries -0.48; number 6, H, carries 0.27; number 7, H, carries 0.34

---

Sorted by energy, starting with the most stable: 3), 4), 1), 2).